DFT (ωB97M-V with the def2-TZVPD basis set) results for a molecular structure, C44H62F6N10O13S6 in a non-equilibrium geometry.

Each line ends with the Löwdin charge.
Positions of all 141 atoms, in Å:
C (-27.510, 15.235, 14.903)  0.06
N (-28.007, 16.066, 13.753)  -0.03
C (-27.299, 17.035, 13.177)  0.01
C (-27.789, 17.794, 12.126)  0.05
C (-29.013, 17.404, 11.579)  -0.09
C (-29.760, 16.417, 12.233)  0.05
C (-29.251, 15.803, 13.333)  0.01
C (-29.641, 18.047, 10.368)  -0.06
C (-30.956, 17.798, 9.957)  0.06
C (-31.439, 18.165, 8.729)  0.02
N (-30.653, 18.915, 7.996)  -0.09
C (-29.450, 19.270, 8.320)  0.00
C (-28.858, 18.801, 9.467)  0.07
C (-31.244, 19.410, 6.699)  0.08
H (-27.767, 14.225, 14.654)  0.10
H (-28.104, 15.310, 15.780)  0.10
H (-26.424, 15.422, 15.129)  0.12
H (-26.300, 17.232, 13.532)  0.13
H (-27.163, 18.490, 11.676)  0.11
H (-30.776, 16.163, 12.060)  0.12
H (-29.774, 15.092, 13.878)  0.14
H (-31.598, 17.198, 10.580)  0.12
H (-32.421, 18.046, 8.333)  0.15
H (-28.962, 19.918, 7.583)  0.17
H (-27.826, 18.881, 9.574)  0.10
H (-31.722, 20.329, 6.901)  0.10
H (-31.958, 18.666, 6.361)  0.11
H (-30.432, 19.561, 6.009)  0.10
C (-13.467, 16.784, 14.060)  0.04
N (-14.794, 17.071, 13.454)  -0.07
C (-15.290, 18.275, 13.606)  0.01
C (-16.480, 18.608, 12.971)  0.04
C (-17.135, 17.728, 12.148)  -0.12
C (-16.631, 16.392, 12.094)  0.08
C (-15.402, 16.105, 12.672)  0.05
C (-18.456, 18.083, 11.619)  -0.09
C (-18.861, 17.765, 10.322)  0.05
C (-20.096, 18.188, 9.950)  0.02
N (-20.917, 18.908, 10.740)  -0.04
C (-20.523, 19.198, 12.004)  0.00
C (-19.295, 18.865, 12.473)  0.06
C (-22.180, 19.487, 10.295)  0.03
H (-13.535, 16.082, 14.989)  0.16
H (-13.017, 17.699, 14.426)  0.10
H (-12.845, 16.335, 13.364)  0.08
H (-14.777, 18.979, 14.212)  0.15
H (-16.819, 19.614, 13.104)  0.13
H (-17.213, 15.545, 11.584)  0.12
H (-14.983, 15.139, 12.704)  0.11
H (-18.357, 17.162, 9.565)  0.13
H (-20.464, 17.964, 8.962)  0.14
H (-21.154, 19.760, 12.595)  0.13
H (-19.105, 19.146, 13.532)  0.15
H (-22.967, 19.265, 10.994)  0.09
H (-22.351, 19.122, 9.290)  0.11
H (-22.064, 20.531, 10.351)  0.10
C (-17.238, 15.669, 4.095)  0.02
N (-16.999, 14.317, 4.690)  -0.05
C (-17.227, 14.061, 6.007)  0.04
C (-16.782, 12.910, 6.533)  0.03
C (-16.033, 12.001, 5.793)  -0.09
C (-15.827, 12.291, 4.479)  0.01
C (-16.318, 13.417, 3.893)  0.02
C (-15.407, 10.808, 6.546)  -0.09
C (-14.055, 10.509, 6.513)  0.03
C (-13.492, 9.507, 7.223)  0.00
N (-14.262, 8.856, 8.098)  -0.07
C (-15.607, 9.103, 8.138)  0.06
C (-16.230, 10.156, 7.448)  0.07
C (-13.704, 7.680, 8.779)  0.04
H (-17.414, 15.579, 2.972)  0.13
H (-16.486, 16.414, 4.410)  0.11
H (-18.222, 15.913, 4.503)  0.06
H (-17.625, 14.816, 6.675)  0.15
H (-16.903, 12.822, 7.587)  0.08
H (-15.305, 11.646, 3.757)  0.15
H (-16.066, 13.648, 2.824)  0.17
H (-13.428, 11.130, 5.885)  0.14
H (-12.405, 9.305, 7.213)  0.17
H (-16.065, 8.390, 8.797)  0.15
H (-17.268, 10.390, 7.640)  0.14
H (-13.049, 7.171, 8.100)  0.11
H (-14.532, 7.035, 9.075)  0.11
H (-13.186, 7.907, 9.681)  0.11
C (-19.394, 26.491, 3.386)  -0.06
C (-18.584, 25.266, 3.173)  -0.20
N (-17.133, 25.333, 3.575)  -0.25
C (-16.494, 26.490, 2.806)  0.05
C (-16.868, 25.615, 5.017)  -0.15
C (-17.799, 24.932, 6.023)  -0.04
C (-16.532, 23.981, 3.208)  -0.07
C (-16.945, 23.291, 1.943)  -0.20
O (-16.356, 24.030, 0.846)  -0.20
C (-16.113, 23.290, -0.365)  -0.06
H (-20.482, 26.315, 3.297)  0.11
H (-19.220, 27.164, 2.507)  0.10
H (-19.118, 26.954, 4.317)  0.07
H (-18.645, 24.986, 2.149)  0.11
H (-19.051, 24.392, 3.706)  0.15
H (-15.513, 26.558, 3.132)  0.09
H (-17.031, 27.465, 3.057)  0.14
H (-16.509, 26.293, 1.769)  0.09
H (-16.839, 26.679, 5.107)  0.12
H (-15.875, 25.258, 5.174)  0.12
H (-18.143, 23.900, 5.834)  0.07
H (-18.773, 25.440, 6.057)  0.08
H (-17.530, 24.931, 7.061)  0.08
H (-16.749, 23.336, 4.069)  0.13
H (-15.420, 24.205, 3.274)  0.17
H (-18.003, 23.064, 1.818)  0.13
H (-16.624, 22.230, 1.971)  0.13
H (-15.783, 22.299, -0.115)  0.08
H (-15.355, 23.915, -0.879)  0.10
H (-16.962, 23.237, -1.080)  0.10
N (-25.113, 15.942, 11.510)  -0.30
S (-23.854, 15.646, 12.405)  0.45
O (-24.292, 15.772, 13.761)  -0.30
O (-22.614, 16.299, 12.100)  -0.29
F (-23.660, 14.166, 12.145)  -0.10
S (-25.180, 16.572, 10.050)  0.47
O (-24.467, 17.762, 9.750)  -0.29
O (-26.556, 16.570, 9.675)  -0.28
F (-24.372, 15.566, 9.214)  -0.13
N (-17.655, 18.700, 5.510)  -0.31
S (-19.100, 18.344, 5.937)  0.46
O (-19.293, 16.985, 6.128)  -0.27
O (-20.169, 19.079, 5.429)  -0.22
F (-19.010, 18.787, 7.507)  -0.22
S (-17.158, 20.086, 5.185)  0.53
O (-15.677, 20.155, 5.383)  -0.32
O (-17.891, 21.142, 5.888)  -0.32
F (-17.425, 20.390, 3.624)  -0.19
N (-17.817, 13.200, 11.190)  -0.30
S (-18.720, 13.511, 9.938)  0.53
O (-18.477, 12.636, 8.820)  -0.30
O (-19.041, 14.864, 9.682)  -0.26
F (-20.073, 12.924, 10.545)  -0.16
S (-16.337, 12.835, 11.151)  0.48
O (-15.957, 11.871, 10.167)  -0.29
O (-15.792, 12.822, 12.450)  -0.24
F (-15.705, 14.158, 10.436)  -0.23

Spin multiplicity   1
Orbital gap   7.13 eV
Charge   +4
HOMO   -15.69 eV

=====

DFT (ωB97M-V with the def2-TZVPD basis set) results for 2 unconnected molecules or ions with the total composition C10H11N2OS in a non-equilibrium geometry.

Each line ends with the Löwdin charge.
Positions of all 25 atoms, in Å:
C (-3.233, 1.289, 0.091)  -0.04
C (-3.010, -0.084, 0.204)  -0.07
C (-2.208, 2.189, -0.112)  0.01
C (-1.755, -0.508, 0.376)  -0.01
C (-0.920, 1.702, -0.053)  -0.18
C (-0.671, 0.364, 0.328)  -0.14
C (1.243, 1.531, 0.192)  -0.45
C (2.852, -0.197, 0.231)  -0.34
C (1.617, -0.772, 0.450)  -0.31
C (1.400, -2.200, 0.942)  0.02
N (0.245, 2.397, -0.230)  0.18
N (0.657, 0.234, 0.359)  0.06
O (1.356, -1.371, -2.105)  -0.06
S (2.916, 1.524, 0.124)  1.16
H (-4.215, 1.663, 0.192)  0.11
H (-3.809, -0.797, 0.411)  0.13
H (-2.271, 3.173, -0.450)  0.11
H (-1.571, -1.583, 0.722)  0.15
H (3.827, -0.787, 0.045)  0.13
H (1.298, -2.195, -1.667)  0.00
H (0.710, -2.763, 0.427)  0.05
H (0.978, -2.150, 1.927)  0.10
H (2.453, -2.512, 0.824)  0.11
H (0.274, 3.390, -0.230)  0.17
H (1.839, -1.538, -2.995)  0.12

Spin multiplicity   1
Orbital gap   8.84 eV
Charge   +1
HOMO   -12.35 eV

=====

DFT (ωB97M-V with the def2-TZVPD basis set) results for C7H9O3 in the gas phase in a non-equilibrium geometry.

Each line ends with the Mulliken spin population.
Positions of all 19 atoms, in Å:
C (-1.436, 1.536, -0.531)  0.01
C (-0.414, 0.393, -0.401)  -0.02
C (-1.057, -0.999, -0.469)  0.42
C (-0.408, -2.080, 0.019)  -0.09
C (0.866, -1.911, 0.637)  0.55
C (1.487, -0.563, 0.585)  0.01
C (0.398, 0.442, 0.792)  0.04
O (0.494, 1.593, 1.397)  0.00
O (2.045, -0.153, -0.475)  0.02
O (0.369, 0.524, -1.525)  0.02
H (-0.931, 2.451, -0.909)  0.00
H (-2.208, 1.289, -1.310)  0.00
H (-1.950, 1.761, 0.400)  0.00
H (-2.039, -1.051, -1.016)  0.02
H (-0.809, -3.079, -0.112)  0.00
H (1.405, -2.744, 1.060)  0.02
H (2.241, -0.420, 1.326)  0.00
H (0.789, 1.397, -1.568)  0.00
H (1.158, 1.614, 2.102)  0.00

Spin multiplicity   2
Orbital gap (spin up / spin down)   6.83 / 6.81 eV
HOMO (spin up / spin down)   -7.33 / -7.33 eV

=====

DFT (ωB97M-V with the def2-TZVPD basis set) results for C4H6Cl2N2 in the gas phase.

Each line ends with the Löwdin charge.
Positions of all 14 atoms, in Å:
Cl (1.388, -2.759, -1.530)  0.57
C (-0.093, -2.304, -0.661)  -1.09
Cl (-1.534, -2.615, -1.648)  0.58
C (-0.031, -0.841, -0.293)  -0.32
N (-0.067, -0.562, 0.937)  0.07
N (-0.008, 0.800, 1.366)  -0.11
C (-0.669, 1.801, 0.529)  -0.14
C (0.801, 1.735, 0.588)  -0.14
H (-0.136, -2.907, 0.245)  0.06
H (0.041, -0.141, -1.160)  0.12
H (-1.164, 1.443, -0.374)  0.10
H (-1.220, 2.569, 1.081)  0.11
H (1.367, 2.422, 1.186)  0.10
H (1.326, 1.360, -0.266)  0.09

Spin multiplicity   1
Orbital gap   10.16 eV
HOMO   -9.44 eV